ORCA calculation (ωB97M-V/def2-TZVPD) on a structure of composition C5H8F2.

```
! RIJCOSX wB97M-V def2-TZVPD def2/J DEFGRID3
* xyz 0 1
C 0.26993 0.25698 -2.09779
C -0.75949 0.08653 -1.24349
C 0.07414 1.16431 1.11193
C 0.39835 -1.37565 0.81717
C -0.42039 -0.17046 0.74920
F 0.10225 0.58092 -3.42449
F -2.06250 -0.00026 -1.55251
H 1.21292 0.37627 -1.77554
H 0.14876 1.39681 2.13847
H 1.06880 1.44151 0.83810
H -0.67891 1.84856 0.84121
H -0.10813 -2.30695 0.87215
H 1.03396 -1.56278 -0.03856
H 1.12755 -1.48564 1.64935
H -1.40726 -0.25015 1.11481
*
```

Output
DFT total energy (eV): -10746.25110
Gap between HOMO and LUMO (Ha): 0.3793
HOMO level (Eh): -0.3453
ΔE to the lowest compared entry with this formula, charge and spin (eV): 3.123

Results of the Mulliken charge analysis, in e, for atoms 1 through 2:
1. C -0.226
2. C 0.216

---

ORCA calculation (ωB97M-V/def2-TZVPD) on a cluster of 2 separate species, C5H8FN4O5 in total.

```
! RIJCOSX wB97M-V def2-TZVPD def2/J DEFGRID3
* xyz 1 1
O -2.95484 -0.11229 1.51439
N -2.08915 -0.92162 2.18122
C -1.07691 -1.45139 1.46726
N -0.87878 -1.15965 0.07061
C 0.26802 -1.97987 -0.19386
O 0.81636 -2.05193 -1.45810
N 0.68708 -2.64434 0.98127
N -0.12283 -2.34827 2.04942
H -3.34486 -0.69313 0.81573
H -2.14076 -1.15895 3.17607
H 0.50676 -1.24916 -1.94242
H 1.49966 -3.26700 1.00412
H -0.03940 -2.71190 3.00205
C 0.19623 2.51606 -0.66183
C 0.70209 1.25097 -1.28202
O 1.52259 1.71044 -2.33174
C 1.99561 2.92517 -1.92117
O 2.91809 3.48634 -2.41885
O 1.28268 3.40826 -0.86446
F -0.31956 0.52383 -1.81707
H -0.69294 2.90505 -1.16561
H -0.02445 2.40123 0.40034
H 1.28932 0.62217 -0.60536
*
```

Output
DFT total energy (eV): -24220.04651
Gap between HOMO and LUMO (Ha): 0.3736
HOMO level (Eh): -0.5084

Results of the Mulliken charge analysis, in e, for atoms 1 through 2:
1. O -0.356
2. N -0.057

---

ORCA calculation (ωB97M-V/def2-TZVPD) on an isolated molecule of C5H8FNS.

```
! RIJCOSX wB97M-V def2-TZVPD def2/J DEFGRID3
* xyz 0 1
C 2.03326 -0.53750 -0.09131
C 0.58743 -0.14421 -0.19482
C -0.56142 -0.89539 -0.24055
C -1.93386 -0.26516 -0.49568
C -2.34314 1.06518 -0.00011
H 2.17841 -0.00361 1.77014
H 2.82543 1.04773 0.72633
H 2.52659 -0.35124 -1.09077
H 2.11883 -1.65965 0.03972
H -0.47967 -1.99622 -0.28010
H -2.24105 -0.55965 -1.46016
H -2.98336 1.68903 -0.66157
H -1.62948 1.60349 0.53745
N 2.78210 0.08795 0.94458
F 0.42291 1.21038 -0.17647
S -3.30298 -0.29112 0.67331
*
```

Output
DFT total energy (eV): -20355.88648
Gap between HOMO and LUMO (Ha): 0.3574
HOMO level (Eh): -0.3242
ΔE to the lowest compared entry with this formula, charge and spin (eV): 1.112
SMILES: NC/C(F)=C/[C@@H]1CS1

Results of the Mulliken charge analysis, in e, for atoms 1 through 2:
1. C -0.550
2. C 0.541

---

ORCA calculation (ωB97M-V/def2-TZVPD) on an isolated molecule of C5H8FNS.

```
! RIJCOSX wB97M-V def2-TZVPD def2/J DEFGRID3
* xyz 0 1
C -1.74711 0.43145 1.16974
C -0.67908 0.31789 0.08988
C 0.53635 0.89130 0.01192
C 1.66857 0.56088 -0.93083
C 1.60911 -0.65206 -1.86737
H -0.70583 -1.11237 2.09863
H -2.28209 -1.69363 1.54783
H -2.72394 0.74777 0.62779
H -1.64002 1.53009 1.71351
H 0.90483 1.50539 0.88890
H 2.07111 1.54641 -1.19391
H 1.69054 -0.48143 -2.92056
H 1.04155 -1.59588 -1.56703
N -1.75856 -0.84353 2.03328
F -1.03531 -0.60213 -0.87504
S 3.04988 -0.55016 -0.82674
*
```

Output
DFT total energy (eV): -20354.63614
Gap between HOMO and LUMO (Ha): 0.3546
HOMO level (Eh): -0.3232
ΔE to the lowest compared entry with this formula, charge and spin (eV): 2.363
SMILES: NC/C(F)=C/[C@@H]1CS1

Results of the Mulliken charge analysis, in e, for atoms 1 through 2:
1. C -0.548
2. C 0.300

---

ORCA calculation (ωB97M-V/def2-TZVPD) on a structure of composition C5H8FNS.

```
! RIJCOSX wB97M-V def2-TZVPD def2/J DEFGRID3
* xyz 0 1
C -0.56964 0.10250 -0.31415
C 0.46475 1.15969 0.41310
C 1.84841 0.32707 0.45776
C 0.15062 -1.15618 -0.71180
C -0.72591 -1.06165 0.51679
H -2.19551 1.58779 -0.89014
H -2.23151 0.00755 -1.65850
H -0.03668 1.12463 1.67350
H 0.50731 2.18710 -0.05119
H 2.84303 0.64457 0.44333
H 2.14387 -0.11188 1.47186
H -0.34663 -1.62803 -1.60756
H -0.20681 -1.06396 1.57242
N -1.49356 0.74864 -1.21484
F -1.97126 -1.65783 0.54846
S 1.81952 -1.21001 -0.64902
*
```

Output
DFT total energy (eV): -20353.49019
Gap between HOMO and LUMO (Ha): 0.3331
HOMO level (Eh): -0.3029
ΔE to the lowest compared entry with this formula, charge and spin (eV): 3.509

Results of the Mulliken charge analysis, in e, for atoms 1 through 2:
1. C 0.480
2. C -0.623

---

ORCA calculation (ωB97M-V/def2-TZVPD) on the ion C5H8FO7P with charge -2.

```
! RIJCOSX wB97M-V def2-TZVPD def2/J DEFGRID3
* xyz -2 1
C 0.14153 0.42297 -1.31043
C -0.75631 -0.81389 -1.42768
C 0.69222 0.19945 0.17389
C -1.27657 -0.98600 0.04003
C 1.74636 -0.92714 0.37060
O -1.17820 -2.08660 0.63484
O -4.27372 -0.80475 -0.71278
O -2.76337 1.25155 -0.54354
O -0.60768 0.03063 0.76638
O -0.41975 1.65342 -1.52184
O -3.87497 0.23016 1.58422
O 1.33262 -1.87639 1.33377
F -0.05198 -1.96105 -1.84638
P -3.11289 -0.15331 0.01505
H 0.98111 0.44004 -2.06622
H -1.55658 -0.58620 -2.24266
H 1.11798 1.22088 0.64890
H 2.66432 -0.43418 0.79813
H 1.99754 -1.38997 -0.56465
H -1.39556 1.55945 -1.13773
H -3.03614 0.52992 2.01251
H 0.34429 -2.06398 1.26752
*
```

Output
DFT total energy (eV): -31654.26734
Gap between HOMO and LUMO (Ha): 0.2382
HOMO level (Eh): -0.0137
ΔE to the lowest compared entry with this formula, charge and spin (eV): 0.000
SMILES: O=[P@@]([O-])(O)[C@]1([O-])O[C@@H](CO)[C@H](O)[C@H]1F

Results of the Mulliken charge analysis, in e, for atoms 1 through 2:
1. C -0.303
2. C 0.000

---

ORCA calculation (ωB97M-V/def2-TZVPD) on a cluster of 2 separate species, C5H8IN2O in total.

```
! RIJCOSX wB97M-V def2-TZVPD def2/J DEFGRID3
* xyz 1 1
C -0.48224 1.97105 1.05223
C -0.19282 -2.60737 -1.00059
C 1.09545 -1.19184 0.45247
C -0.99819 2.55631 -0.19212
C 1.43751 -0.24587 1.16176
N 0.73529 -2.19618 -0.22792
N -0.04987 -3.74811 -1.67045
O 0.38159 2.53483 1.81451
I 2.81430 0.87031 2.14286
H -0.90877 1.06410 1.46382
H -1.13874 -2.07826 -1.14525
H -1.96474 3.02171 0.03968
H -0.34053 3.31785 -0.60437
H -1.20655 1.79188 -0.93749
H 0.79119 3.34680 1.45946
H 0.80789 -4.27021 -1.56687
H -0.78077 -4.13699 -2.24173
*
```

Output
DFT total energy (eV): -18432.59260
Gap between HOMO and LUMO (spin up / spin down) (Ha): 0.2348 / 0.2348
HOMO level (spin up / spin down) (Eh): -0.4203 / -0.4203
ΔE to the lowest compared entry with this formula, charge and spin (eV): 2.563

Results of the Mulliken charge analysis, in e, for atoms 1 through 2:
1. C 0.177
2. C 0.155

---

ORCA calculation (ωB97M-V/def2-TZVPD) on a cluster of 2 separate species, C5H8IN2S in total.

```
! RIJCOSX wB97M-V def2-TZVPD def2/J DEFGRID3
* xyz 1 1
C 0.35175 -1.11960 1.42025
C 0.70051 -0.04453 0.64900
C -1.00832 -1.39647 1.53920
C -1.98863 -0.99932 0.45389
C -1.87476 0.41271 0.07232
N -1.43618 -1.66235 2.65663
N 0.90598 2.32656 -2.02372
S -0.36409 1.18535 0.05997
I -3.58656 1.39552 -0.61661
H 1.03044 -1.57770 1.97692
H 1.81321 0.26862 0.56458
H -1.90827 -1.54143 -0.47202
H -3.04704 -1.33810 0.80958
H -2.45462 -1.79490 2.77301
H 0.65147 3.31382 -1.85443
H 0.89132 2.25359 -3.04893
H 1.80563 2.17873 -1.72195
*
```

Output
DFT total energy (eV): -27221.10493
Gap between HOMO and LUMO (spin up / spin down) (Ha): 0.2776 / 0.2777
HOMO level (spin up / spin down) (Eh): -0.4872 / -0.4872
ΔE to the lowest compared entry with this formula, charge and spin (eV): 1.783

Results of the Mulliken charge analysis, in e, for atoms 1 through 2:
1. C -0.538
2. C -0.226

---

ORCA calculation (ωB97M-V/def2-TZVPD) on the ion C5H8IN4O with charge +1.

```
! RIJCOSX wB97M-V def2-TZVPD def2/J DEFGRID3
* xyz 1 1
C -1.48004 0.69870 -1.48409
C 0.97241 -0.19170 -0.82781
C 0.63209 -0.55556 1.42370
C 0.11520 0.57161 0.29717
C 1.87672 -1.44353 0.87500
N -0.63080 0.41728 -2.44865
N 0.62848 -0.05279 -2.10760
N -1.20009 0.69262 -0.17595
N -2.25332 0.87326 0.78195
O 1.88365 -1.05165 -0.49453
I 3.80725 -1.31683 1.85655
H -2.53316 1.17496 -1.64919
H -0.26315 -1.02946 1.63526
H 0.84887 -0.02583 2.26462
H 0.52475 1.62812 0.67263
H 1.53365 -2.44801 0.92396
H 0.97889 -0.46709 -2.95797
H -2.28212 1.95605 1.09423
H -3.15929 0.56985 0.32071
*
```

Output
DFT total energy (eV): -21412.32353
Gap between HOMO and LUMO (spin up / spin down) (Ha): 0.3191 / 0.3191
HOMO level (spin up / spin down) (Eh): -0.4757 / -0.4757
ΔE to the lowest compared entry with this formula, charge and spin (eV): 4.190
SMILES: NN1C=N[NH+]=C2O[C@@H](I)C[C@@H]21

Results of the Mulliken charge analysis, in e, for atoms 1 through 2:
1. C 0.181
2. C 0.246

---

ORCA calculation (ωB97M-V/def2-TZVPD) on a structure of composition C5H8IN7O2RhS.

```
! RIJCOSX wB97M-V def2-TZVPD def2/J DEFGRID3
* xyz 2 6
Rh 1.03378 0.12195 -0.05673
N 1.08254 -0.78732 2.38544
N 0.37285 -1.99153 2.40728
C -0.29675 -2.38444 1.28561
N -0.94429 -3.54012 1.23903
N -0.25926 -1.51578 0.29274
N -0.73898 -1.70927 -0.97137
O -0.32738 -0.68780 -1.73338
O -1.44972 -2.67249 -1.34455
H 2.04559 -0.94731 2.65637
H 0.66786 -0.12541 3.03218
H 0.33973 -2.53153 3.25490
H -0.93273 -4.19768 1.99964
H -1.42188 -3.78259 0.37968
I -1.15220 5.95207 -1.48422
C -0.77878 3.94555 -1.37735
C -1.40875 2.93545 -2.13422
N -0.87642 1.80443 -1.73147
N 0.06811 1.98998 -0.76921
C 0.14386 3.27410 -0.52738
H -2.17219 3.00350 -2.89424
H -1.04280 0.83379 -2.05357
H 0.82635 3.69021 0.19634
S 4.27319 -0.46762 -1.36980
C 2.94830 -0.21015 -0.68171
*
```

Output
DFT total energy (eV): -41759.36382
Gap between HOMO and LUMO (spin up / spin down) (Ha): 0.1961 / 0.1669
HOMO level (spin up / spin down) (Eh): -0.4415 / -0.5686
ΔE to the lowest compared entry with this formula, charge and spin (eV): 0.000

Results of the Mulliken charge analysis, in e, for atoms 1 through 2:
1. Rh 0.548
2. N -0.475

---

Q: Among the records above, which one has the lowest DFT total energy?
A: C5H8IN7O2RhS

---

Q: Look up the DFT total energy of the first one.
A: -10746.25110 eV

---

Q: Look up the DFT total energy of the fourth one.
A: -20354.63614 eV

---

Q: Among the records above, which one has the lowest DFT total energy?
A: C5H8IN7O2RhS